No. 1
The following is a quantum chemistry calculation of a structure of composition C15H19Br2F3O9S at a distorted geometry, from OMol25.

Results
HOMO level: -9.73 eV
2S+1: 1
Gap between HOMO and LUMO: 9.898 eV

The geometry in XYZ format:
```
49
C15H19Br2F3O9S ωB97M-V with the def2-TZVPD basis set
C -1.372 -2.949 -1.109
C -1.112 -1.920 -2.168
O -1.360 -2.026 -3.332
O -0.496 -0.754 -1.700
C -1.438 0.199 -1.244
C -0.686 1.483 -0.839
O 0.669 1.112 -0.579
S 1.366 2.392 0.045
O 2.453 1.976 0.851
O 1.535 3.379 -0.962
O 0.145 2.753 0.974
C -1.139 2.231 0.478
C -1.689 1.375 1.627
C -0.661 0.479 2.341
C -1.116 -0.955 2.547
F -0.073 -1.796 2.503
F -1.992 -1.381 1.613
F -1.705 -1.130 3.742
C -2.040 3.467 0.312
Br -1.582 4.926 1.415
C -3.121 3.531 -0.460
C -3.618 2.424 -1.354
Br -4.205 5.068 -0.513
H -2.289 -2.689 -0.575
H -1.487 -3.921 -1.581
H -0.536 -2.984 -0.410
H -2.023 -0.222 -0.421
H -2.123 0.435 -2.057
H -0.769 2.184 -1.672
H -2.543 0.804 1.262
H -2.095 2.091 2.342
H -0.491 0.880 3.339
H 0.303 0.438 1.840
H -3.676 1.471 -0.831
H -2.967 2.335 -2.226
H -4.596 2.683 -1.750
C 4.175 -0.576 0.446
C 3.921 -2.057 0.381
C 4.339 -2.731 -0.911
O 3.404 -3.813 -1.010
C 2.291 -3.460 -0.331
O 1.258 -4.052 -0.375
O 2.506 -2.344 0.394
H 3.880 -0.170 1.412
H 5.235 -0.370 0.294
H 3.596 -0.057 -0.317
H 4.364 -2.567 1.241
H 5.354 -3.118 -0.896
H 4.207 -2.076 -1.776
```

***

No. 2
The following is a quantum chemistry calculation of the molecule C15H19BrClNO2, from OMol25.

Results
HOMO level: -8.71 eV
2S+1: 1
Gap between HOMO and LUMO: 9.370 eV
Energy above the lowest of the compared OMol25 structures with the same formula, charge and spin: 19.4 kJ/mol

The geometry in XYZ format:
```
39
C15H19BrClNO2 ωB97M-V with the def2-TZVPD basis set
C -0.304 -1.092 -1.923
N -0.741 -0.752 -0.588
C -0.794 -1.610 0.449
O -1.405 -1.383 1.476
C -0.034 -2.940 0.326
O 1.213 -2.899 -0.343
C 2.170 -1.980 -0.061
C 3.068 -1.772 -1.116
C 4.118 -0.885 -1.029
C 4.280 -0.164 0.142
Br 5.697 1.092 0.290
C 3.428 -0.356 1.211
C 2.385 -1.270 1.126
Cl 1.433 -1.479 2.560
C -1.282 0.603 -0.440
C -0.625 1.349 0.722
C -1.148 2.781 0.777
C -2.666 2.787 0.935
C -3.324 2.031 -0.216
C -2.803 0.599 -0.278
H -1.078 -0.798 -2.636
H -0.132 -2.158 -2.026
H 0.620 -0.561 -2.173
H 0.062 -3.344 1.339
H -0.636 -3.645 -0.259
H 2.911 -2.346 -2.016
H 4.794 -0.749 -1.858
H 3.571 0.190 2.131
H -1.029 1.131 -1.367
H -0.862 0.838 1.655
H 0.461 1.344 0.592
H -0.685 3.307 1.614
H -0.875 3.307 -0.141
H -2.931 2.306 1.878
H -3.033 3.814 0.964
H -4.407 2.021 -0.084
H -3.106 2.542 -1.158
H -3.056 0.072 0.642
H -3.260 0.065 -1.115
```

***

No. 3
The following is a quantum chemistry calculation of a structure of composition C15H19ClN2O3S at a distorted geometry, from OMol25.

Results
HOMO level: -8.24 eV
2S+1: 1
Gap between HOMO and LUMO: 8.042 eV
Energy above the lowest of the compared OMol25 structures with the same formula, charge and spin: 1391.5 kJ/mol

The geometry in XYZ format:
```
41
C15H19ClN2O3S ωB97M-V with the def2-TZVPD basis set
C 5.875 -0.675 -1.466
C 4.895 0.359 -0.657
H 4.674 1.260 -1.281
H 5.423 0.575 0.280
O 3.817 -0.063 -0.407
C 2.939 -0.239 -1.376
O 3.168 0.252 -2.348
N 1.710 -0.827 -1.226
C 1.443 -1.430 0.068
H 2.299 -1.400 0.831
C 0.218 -0.839 0.672
N -0.842 -0.672 -0.242
C -1.920 -1.158 0.338
O -2.141 -2.030 1.298
C -3.162 -1.201 -0.748
H -3.890 -2.006 -0.182
H -2.865 -1.655 -1.506
S -3.706 0.348 -0.909
C -3.724 1.140 0.571
C -3.049 2.278 0.732
C -2.855 3.078 1.864
C -3.175 2.118 3.064
C -3.813 0.937 2.974
C -3.905 0.261 1.829
H -4.465 -0.446 1.482
H -4.118 0.538 3.939
Cl -2.924 3.177 4.755
H -2.607 3.962 1.892
H -2.696 2.832 -0.146
C -0.574 -0.096 -1.264
H -1.512 -0.067 -2.095
C 0.604 -0.738 -2.090
H 0.842 -0.377 -2.936
H 0.327 -1.785 -2.184
H -0.185 0.987 -1.140
H -0.176 -1.307 1.657
H 0.546 0.469 0.927
H 1.122 -2.748 0.172
H 5.458 -0.847 -2.540
H 6.077 -1.743 -1.101
H 6.868 -0.225 -1.499
```

***

No. 4
The following is a quantum chemistry calculation of a structure of composition C15H19ClNORu at a distorted geometry, from OMol25.

Results
HOMO level (spin up / spin down): -16.11 / -16.12 eV
Total charge: +2
2S+1: 2
Gap between HOMO and LUMO (spin up / spin down): 6.916 / 7.110 eV
Energy above the lowest of the compared OMol25 structures with the same formula, charge and spin: 0.0 kJ/mol

The geometry in XYZ format:
```
38
C15H19ClNORu ωB97M-V with the def2-TZVPD basis set
Ru -0.226 -0.219 0.336
C -3.217 -0.476 2.213
C -1.757 -0.818 2.168
C -0.797 -0.055 2.846
C 0.549 -0.410 2.820
C 0.970 -1.536 2.117
C 0.014 -2.362 1.516
C -1.328 -2.003 1.527
H -3.434 0.230 3.012
H -3.808 -1.378 2.366
H -3.546 -0.034 1.272
H -1.129 0.780 3.451
H 1.270 0.164 3.389
H 2.007 -1.843 2.144
H 0.313 -3.297 1.059
H -2.069 -2.671 1.107
Cl -1.092 4.854 -1.461
C 0.038 3.823 -0.706
C 1.287 4.281 -0.306
C 2.172 3.397 0.287
C 1.796 2.084 0.482
N 0.583 1.654 0.110
C -0.283 2.499 -0.487
H 1.557 5.317 -0.464
H 3.155 3.723 0.597
H 2.457 1.358 0.933
H -1.243 2.111 -0.803
C 0.245 -2.986 -2.630
C 0.047 -1.489 -2.638
C 1.188 -0.733 -3.330
O -0.130 -0.953 -1.328
H 0.291 -3.350 -3.655
H -0.583 -3.479 -2.120
H 1.177 -3.245 -2.124
H -0.859 -1.255 -3.200
H 2.131 -0.952 -2.826
H 1.013 0.341 -3.307
H 1.242 -1.070 -4.364
```